# 1
C2H10NO3 | ωB97M-V/def2-TZVPD

Structure (XYZ):
```
16
Properties=species:S:1:pos:R:3:forces:R:3:nbo_charge:R:1
C 0.033428 -1.056806 0.901757 -0.5 0.3 1.0 -0.1307
O -0.819496 0.028305 1.048584 0.6 -1.1 0.2 -0.3785
C -0.059927 -1.629300 -0.530083 1.5 -1.1 -0.5 -0.2168
N 0.695786 -0.827331 -1.469362 -0.7 2.2 0.5 -0.7886
H 1.060134 -0.741670 1.057266 0.4 0.0 0.0 0.1727
H -0.208721 -1.839087 1.646982 -0.3 0.2 -0.4 0.2179
H 0.401780 -2.663736 -0.524460 -0.7 1.0 0.4 0.2131
H -1.061325 -1.661356 -0.867632 -1.2 -0.5 -0.1 0.2143
H 0.008850 -0.173307 -1.908876 0.8 -0.7 0.1 0.3822
H 1.210014 -0.154182 -0.868450 0.3 -0.5 -1.0 0.3546
H -1.405733 0.917499 -0.031438 -0.9 2.5 -3.6 0.4727
H -1.026858 2.303522 -0.827864 -0.2 -0.3 0.0 0.4778
O -1.610329 1.536351 -0.963914 1.0 -2.1 3.2 -0.9538
H 1.389881 2.399139 1.630328 0.1 0.1 0.2 0.4680
H 0.381660 1.335810 0.940108 2.2 3.5 -0.5 0.4803
O 1.010861 2.226156 0.767054 -2.3 -3.5 0.3 -0.9850
```
Forces are in eV/Å.

- Gap between HOMO and LUMO (alpha / beta): 10.857 / 6.709 eV
- Max |F|: 4.5 eV/A
- Spin multiplicity: 2
- Charge: 0
- LUMO (alpha / beta): 0.65 / -3.47 eV
- Calculated total energy: -9865.4128 eV
- HOMO energy (alpha / beta): -10.21 / -10.18 eV


# 2
C4H7NO2 | ωB97M-V/def2-TZVPD

Structure (XYZ):
```
14
Properties=species:S:1:pos:R:3:forces:R:3:nbo_charge:R:1
C 0.306349 1.604095 -0.950173 0.0 -0.1 0.0 -0.4736
C 0.179569 0.517577 -0.189191 0.0 0.1 -0.1 0.1135
N 1.235856 -0.280306 0.297854 -0.3 0.1 0.1 -0.3361
O 2.494675 0.291151 0.042865 0.2 0.0 -0.1 -0.5703
C -1.150294 -0.036910 0.199520 0.0 0.2 -0.2 0.0227
C -1.436150 -1.475951 0.144461 -0.1 -0.2 -0.2 -0.1035
O -1.188181 -0.825496 1.385340 0.0 0.0 0.2 -0.4951
H 1.280775 1.981423 -1.236093 -0.1 -0.1 0.0 0.2230
H -0.577684 2.125626 -1.303826 0.1 -0.1 0.1 0.2039
H 1.149979 -0.365888 1.308523 0.0 -0.1 -0.1 0.3671
H 2.971541 -0.426908 -0.391053 0.0 0.2 0.0 0.4726
H -1.981302 0.659359 0.089733 0.1 -0.1 0.0 0.1973
H -2.464403 -1.807604 -0.003120 0.2 0.1 0.0 0.1844
H -0.657811 -2.163377 -0.185881 -0.1 0.2 0.1 0.1941
```
Forces are in eV/Å.

- Gap between HOMO and LUMO: 9.680 eV
- Max |F|: 0.3 eV/A
- Spin multiplicity: 1
- Charge: 0
- LUMO: 0.97 eV
- Calculated total energy: -9843.2105 eV
- SMILES string: C=C(NO)[C@H]1CO1
- HOMO energy: -8.71 eV


# 3
C11H15NSi | ωB97M-V/def2-TZVPD

Structure (XYZ):
```
28
Properties=species:S:1:pos:R:3:forces:R:3:nbo_charge:R:1
C -2.360388 -2.974291 -0.650230 1.2 0.1 -0.1 0.1210
C 0.064470 -0.774334 -0.203151 -0.7 0.9 -0.4 -0.5624
C -2.088406 2.257081 0.113144 -0.3 1.0 -1.2 -0.2038
C -0.981581 1.440758 0.008612 -5.1 -2.6 0.6 -0.2032
C -3.416499 1.722131 0.236864 1.3 1.1 1.1 -0.2080
C -1.132200 -0.019235 -0.046728 0.8 0.9 0.2 0.0022
C -3.536211 0.345889 0.249159 -0.8 -0.5 0.5 -0.2148
C -2.474473 -0.534799 0.049812 1.2 1.4 -0.5 0.1038
C 2.777625 0.559797 -1.666353 -0.2 2.5 0.6 -1.0771
C 2.180270 0.502085 1.586466 -0.1 0.6 -0.7 -1.1180
C 2.764495 -2.011948 0.138669 -2.5 1.9 1.6 -1.0528
N -2.857472 -1.881884 -0.199382 -2.8 -1.0 0.3 -0.6861
Si 1.872314 -0.279539 -0.062529 1.6 -1.9 -1.3 1.5261
H -1.905844 3.360185 -0.152461 -0.6 -1.6 0.9 0.2178
H -0.159447 1.921372 -0.275860 3.9 1.3 -0.8 0.2015
H -4.223705 2.437280 0.516770 0.4 -1.0 -0.6 0.2286
H -0.076058 -1.788414 -0.503237 -0.1 -0.8 0.0 0.2240
H -4.494055 -0.148631 0.492978 0.3 0.6 -0.4 0.2068
H 2.529163 1.713648 -1.744045 0.6 -1.9 0.6 0.2243
H 3.924790 0.510867 -1.674593 -1.7 -0.2 0.3 0.2423
H 2.405077 0.283125 -2.659593 0.0 -0.7 0.4 0.2414
H 1.651693 0.043304 2.373749 -0.7 -1.3 0.8 0.2473
H 3.169822 0.675851 1.945022 0.9 -0.1 -0.2 0.2461
H 1.702252 1.438196 1.574007 -0.5 1.8 -0.1 0.2313
H 2.348936 -2.388895 1.119142 1.0 0.3 -0.8 0.2267
H 2.468465 -2.696452 -0.600821 0.1 -0.9 -1.2 0.2269
H 3.779116 -1.706127 0.133548 1.2 -0.5 0.2 0.2230
H -3.932150 -2.007016 -0.098963 1.7 0.7 0.1 0.3852
```
Forces are in eV/Å.

- Gap between HOMO and LUMO (alpha / beta): 8.321 / 6.156 eV
- Max |F|: 5.7 eV/A
- Spin multiplicity: 1
- Charge: 0
- LUMO (alpha / beta): 0.61 / -1.34 eV
- Calculated total energy: -21012.5671 eV
- HOMO energy (alpha / beta): -7.71 / -7.50 eV